1.
Here is a 8-piece molecular cluster, C24H66F3N7O13 overall at a distorted geometry from the OMol25 dataset. Energies are from the ωB97M-V functional and the def2-TZVPD basis.

Summary:
ΔE to the lowest compared entry with this formula, charge and spin in kcal per mole: 0.0
HOMO-LUMO gap in eV: 6.7507
Total charge: +2
DFT total energy in eV: -71136.2330
Strongest force on any atom in eV/Å: 1.90

Atoms and positions in Å:
C  -22.816  -20.501  18.854
C  -23.474  -20.934  20.152
C  -24.900  -21.378  20.034
O  -25.531  -21.541  21.285
C  -26.016  -20.347  21.877
N  -22.638  -21.926  20.884
H  -21.735  -21.512  21.136
H  -23.034  -22.185  21.791
H  -22.482  -22.786  20.353
H  -23.313  -19.605  18.476
H  -22.877  -21.225  18.042
H  -21.789  -20.178  19.030
H  -23.342  -20.039  20.769
H  -25.009  -22.349  19.543
H  -25.458  -20.650  19.431
H  -25.225  -19.733  22.323
H  -26.640  -20.657  22.712
H  -26.579  -19.779  21.133
C  -17.937  -19.756  12.486
C  -18.138  -19.384  11.035
C  -19.491  -18.831  10.748
O  -19.509  -18.448  9.395
C  -20.635  -17.684  9.010
N  -17.132  -18.273  10.647
H  -16.206  -18.359  11.058
H  -17.097  -18.276  9.623
H  -17.581  -17.376  10.848
H  -16.877  -19.990  12.647
H  -18.429  -20.696  12.722
H  -18.208  -18.942  13.156
H  -17.804  -20.206  10.406
H  -19.842  -18.036  11.422
H  -20.252  -19.605  10.929
H  -20.694  -17.649  7.923
H  -20.526  -16.648  9.347
H  -21.590  -18.101  9.345
C  -20.397  -24.327  12.553
C  -20.277  -24.454  14.061
C  -18.949  -23.997  14.628
O  -18.727  -24.696  15.816
C  -17.410  -24.544  16.328
N  -21.393  -23.704  14.721
H  -21.383  -23.946  15.734
H  -21.192  -22.695  14.617
H  -22.333  -23.907  14.393
H  -21.351  -24.734  12.210
H  -19.692  -25.020  12.090
H  -20.166  -23.304  12.252
H  -20.438  -25.494  14.344
H  -18.977  -22.906  14.771
H  -18.188  -24.234  13.873
H  -16.725  -25.303  15.948
H  -17.492  -24.656  17.409
H  -17.024  -23.537  16.141
C  -23.966  -19.284  11.925
C  -24.157  -20.684  11.380
C  -24.205  -20.823  9.886
O  -24.181  -22.204  9.592
C  -24.245  -22.489  8.217
N  -23.082  -21.634  11.917
H  -23.442  -22.509  12.282
H  -22.498  -21.749  11.088
H  -22.433  -21.227  12.638
H  -23.174  -18.761  11.379
H  -23.685  -19.360  12.965
H  -24.862  -18.687  11.770
H  -25.081  -21.048  11.833
H  -23.283  -20.373  9.469
H  -25.074  -20.361  9.413
H  -25.135  -22.040  7.751
H  -24.343  -23.555  8.037
H  -23.410  -22.073  7.641
C  -14.863  -16.313  20.312
C  -16.267  -16.534  19.810
C  -16.308  -16.840  18.334
O  -17.661  -16.946  17.981
C  -17.886  -16.976  16.584
N  -16.877  -17.678  20.545
H  -16.548  -18.590  20.214
H  -16.631  -17.697  21.536
H  -17.906  -17.715  20.396
H  -14.350  -15.452  19.885
H  -14.217  -17.178  20.133
H  -14.810  -16.131  21.389
H  -16.908  -15.662  19.930
H  -15.694  -17.723  18.088
H  -15.844  -16.032  17.752
H  -18.967  -16.994  16.443
H  -17.494  -17.909  16.163
H  -17.499  -16.067  16.116
N  -19.397  -19.640  21.290
O  -19.415  -18.905  20.269
O  -20.005  -20.724  21.282
O  -18.640  -19.350  22.223
N  -23.389  -24.710  17.930
O  -22.872  -24.120  18.915
O  -24.561  -25.037  17.945
O  -22.651  -24.945  16.936
C  -20.794  -20.106  14.881
O  -20.499  -21.124  15.822
O  -20.891  -20.616  13.653
C  -21.970  -19.223  15.319
F  -22.295  -18.352  14.346
F  -23.084  -19.889  15.659
F  -21.638  -18.455  16.378
C  -19.809  -20.814  17.026
C  -19.943  -22.065  17.893
H  -19.702  -21.892  18.943
H  -21.015  -22.258  17.959
H  -19.430  -22.877  17.386
H  -20.246  -19.951  17.524
H  -18.738  -20.621  16.876
H  -19.948  -19.377  14.976

Here are the Mulliken charges for atoms 1 to 99, given in e: -0.86, 0.06, -0.77, -0.38, -0.66, 0.13, 0.29, 0.48, 0.36, 0.54, 0.13, 0.00, 0.34, 0.25, 0.41, 0.26, 0.26, 0.31, -1.12, 0.33, -0.32, -0.41, -0.61, -0.27, 0.33, 0.40, 0.35, 0.48, -0.02, 0.33, 0.32, 0.55, -0.08, 0.29, 0.34, 0.10, -1.31, 0.07, -0.03, -0.41, -0.87, 0.40, 0.33, -0.49, 0.45, 0.43, 0.48, 0.02, 0.51, -0.03, 0.50, 0.33, 0.29, 0.33, -1.15, 0.42, -0.76, -0.32, -0.76, 0.28, 0.37, 0.44, -0.23, 0.06, 0.18, 0.50, 0.27, 0.25, 0.59, 0.31, 0.27, 0.32, -1.57, 0.34, -0.86, -0.24, -0.85, -0.14, 0.37, 0.36, 0.35, 0.42, 0.40, 0.42, 0.23, 0.38, 0.45, 0.21, 0.33, 0.43, 1.05, -0.76, -0.77, -0.69, 0.83, -0.64, -0.60, -0.72, 0.20



2.
Here is a 11-piece molecular cluster, C24H66F3O12S10 overall at a distorted geometry from the OMol25 dataset. Energies are from the ωB97M-V functional and the def2-TZVPD basis.

Summary:
ΔE to the lowest compared entry with this formula, charge and spin in kcal per mole: 184.8
HOMO-LUMO gap in eV: 5.5374
Total charge: -1
DFT total energy in eV: -167018.5594
Strongest force on any atom in eV/Å: 5.78

Atoms and positions in Å:
C  -0.450  -0.337  0.171
O  0.788  -0.646  0.757
O  -1.263  -0.758  1.250
C  -0.509  1.062  -0.493
F  -0.174  2.124  0.316
F  0.341  0.986  -1.475
F  -1.726  1.289  -1.040
C  2.012  0.018  0.581
C  2.990  -0.912  1.486
H  2.762  -1.958  1.695
H  4.022  -0.631  1.277
H  2.709  -0.439  2.427
H  1.991  1.025  0.995
H  2.381  0.229  -0.423
H  -0.473  -1.054  -0.650
C  1.222  -5.071  0.665
S  1.928  -5.037  2.415
O  1.727  -3.708  3.099
C  0.828  -6.409  3.104
H  1.261  -4.094  0.184
H  0.191  -5.398  0.802
H  1.759  -5.720  -0.027
H  1.317  -6.666  4.044
H  0.716  -7.288  2.470
H  -0.214  -6.160  3.304
C  -2.600  -3.524  -2.477
S  -1.976  -5.097  -3.147
O  -0.483  -4.893  -3.720
C  -1.615  -5.792  -1.495
H  -3.425  -3.667  -1.779
H  -2.880  -2.967  -3.371
H  -1.810  -2.988  -1.952
H  -2.586  -6.031  -1.062
H  -0.910  -5.274  -0.845
H  -1.192  -6.794  -1.564
C  -1.468  2.853  4.769
S  -1.016  2.601  2.986
O  -0.153  1.319  2.926
C  -2.616  1.993  2.337
H  -0.716  3.560  5.120
H  -1.573  1.949  5.369
H  -2.384  3.442  4.821
H  -2.679  1.532  1.351
H  -3.364  2.784  2.394
H  -2.801  1.220  3.082
C  0.859  -2.743  -6.217
S  0.697  -1.009  -5.557
O  -0.387  -0.303  -6.405
C  -0.038  -1.343  -3.789
H  0.041  -3.048  -6.870
H  0.891  -3.449  -5.387
H  1.722  -2.669  -6.879
H  -0.427  -0.518  -3.192
H  0.799  -1.684  -3.179
H  -0.687  -2.202  -3.955
C  -4.874  2.803  -5.703
S  -3.089  2.420  -5.695
O  -2.282  3.534  -5.060
C  -3.114  0.891  -4.613
H  -5.485  1.905  -5.791
H  -5.096  3.265  -6.665
H  -5.302  3.376  -4.881
H  -3.759  0.082  -4.956
H  -3.310  1.133  -3.569
H  -2.098  0.499  -4.660
C  7.071  1.952  1.630
S  6.215  3.164  0.628
O  7.431  3.664  -0.222
C  5.387  2.056  -0.641
H  7.827  2.415  2.264
H  7.563  1.217  0.993
H  6.356  1.389  2.229
H  5.300  2.551  -1.608
H  4.385  1.848  -0.266
H  6.000  1.171  -0.811
C  2.587  2.884  5.961
S  3.248  1.931  4.506
O  2.273  0.710  4.341
C  2.664  3.203  3.247
H  2.549  2.207  6.815
H  1.557  3.187  5.771
H  3.096  3.835  6.112
H  1.642  3.567  3.356
H  2.804  2.776  2.254
H  3.348  4.036  3.411
C  -7.180  0.052  -2.395
S  -6.129  -1.337  -1.759
O  -5.338  -1.818  -3.007
C  -4.871  -0.247  -0.861
H  -7.834  -0.151  -3.242
H  -6.532  0.815  -2.826
H  -7.670  0.500  -1.531
H  -4.489  0.552  -1.498
H  -4.035  -0.807  -0.443
H  -5.276  0.223  0.035
C  5.443  -0.735  5.124
S  4.419  -2.286  4.939
O  3.052  -1.704  4.447
C  5.094  -3.071  3.458
H  5.130  -0.134  5.978
H  5.146  -0.027  4.350
H  6.504  -0.981  5.121
H  4.594  -4.004  3.200
H  6.107  -3.470  3.509
H  4.921  -2.413  2.606
C  -3.094  5.971  -0.352
S  -4.176  4.625  -0.818
O  -5.502  5.204  -1.175
C  -3.118  3.933  -2.204
H  -3.303  6.718  -1.117
H  -2.082  5.572  -0.413
H  -3.263  6.317  0.668
H  -3.448  2.894  -2.204
H  -2.045  4.030  -2.038
H  -3.284  4.404  -3.173

Here are the Mulliken charges for atoms 1 to 99, given in e: 0.97, -0.07, -0.91, 0.16, -0.26, -0.24, 0.04, 0.01, -0.29, -0.29, 0.24, 0.13, -0.19, 0.32, -0.48, -0.91, 0.44, -0.43, -1.15, 0.30, 0.17, 0.48, 0.32, 0.41, 0.36, -0.41, 0.35, -0.60, -0.55, 0.40, 0.30, -0.07, 0.44, -0.24, 0.42, -1.07, 0.39, -0.36, -0.88, 0.24, 0.30, 0.44, 0.08, 0.45, 0.27, -0.74, 0.45, -0.63, -0.65, 0.27, 0.20, 0.35, -0.07, 0.55, 0.23, -0.92, 0.45, -0.59, 0.09, 0.33, 0.35, 0.28, 0.46, -0.23, -0.28, -0.64, 0.49, -0.69, -0.51, 0.36, 0.34, 0.04, 0.38, -0.05, 0.29, -0.80, 0.55, -0.40, -0.66, 0.34, 0.00, 0.39, 0.09, -0.03, 0.56, -0.77, 0.40, -0.56, -0.48, 0.36, 0.08, 0.36, -0.19, 0.26, 0.55, -0.38, 0.27, -0.35, -0.47



Number 1: E_LUMO -4.9 eV. Number 2: E_LUMO 2.0 eV.